# C9H17FN5O

A gas-phase ion, C9H17FN5O (charge +1) (the ωB97M-V functional and the def2-TZVPD basis, OMol25).

Last column: Mulliken charge in e.
Element x y z (Å)
C: -1.30 -1.81 -3.06  -0.876
C: 0.29 -1.34 -3.10  -0.385
C: 0.52 0.23 -2.67  0.096
F: -0.59 1.12 -3.16  -0.325
N: 0.83 0.42 -1.19  0.179
C: 2.26 0.58 -0.70  0.087
N: 3.45 0.55 -1.39  -0.326
N: 2.30 0.79 0.80  -0.442
C: 0.80 0.73 1.16  0.138
N: 0.51 0.89 2.61  0.169
C: 0.82 -0.32 3.45  -0.812
C: -0.80 1.55 2.94  0.398
C: -2.20 0.66 3.20  -0.787
O: -0.95 2.89 3.02  -0.498
N: -0.01 0.48 -0.09  0.278
C: -1.51 0.32 -0.12  -0.702
H: -1.54 -2.13 -1.95  0.205
H: -1.39 -2.75 -3.75  0.336
H: -2.04 -1.00 -3.48  0.250
H: 0.80 -1.60 -4.14  0.357
H: 0.86 -1.99 -2.28  0.240
H: 1.49 0.61 -3.25  0.247
H: 3.99 -0.37 -1.33  0.269
H: 3.82 1.30 -2.01  0.274
H: 0.16 -0.39 4.44  0.359
H: 1.94 -0.17 3.85  0.308
H: 0.85 -1.35 2.86  0.279
H: -2.48 0.57 4.33  0.340
H: -3.09 1.12 2.55  0.293
H: -2.09 -0.45 2.81  0.250
H: -1.79 -0.63 0.51  0.222
H: -1.97 0.19 -1.19  0.295
H: -1.96 1.31 0.36  0.285

Results
orbital gap = 9.11 eV
SMILES string = CC[C@@H](F)n1c(N)nc(N(C)C(C)=O)[n+]1C
total charge = +1
E_HOMO = -13.325 eV
LUMO = -4.2188 eV



# C9H17FO4S

C9H17FO4S in the gas phase (the ωB97M-V functional and the def2-TZVPD basis, OMol25).

Last column: Mulliken charge in e.
Element x y z (Å)
C: 4.28 1.41 0.14  -0.718
O: 3.92 0.57 -0.93  -0.385
C: 3.76 -0.78 -0.55  -0.666
C: 2.42 -1.08 0.10  -0.732
C: 1.24 -0.47 -0.66  -0.631
C: -0.08 -0.84 0.04  -0.808
C: -1.30 -0.21 -0.64  0.256
C: -1.84 1.04 0.07  -0.874
C: -3.33 1.23 -0.14  0.244
F: -3.60 2.59 0.00  -0.375
C: -4.30 0.55 0.82  -0.512
O: -4.34 -0.88 0.75  -0.298
S: -2.88 -1.60 0.80  0.716
O: -3.16 -3.01 0.74  -0.607
O: -2.41 -1.18 -0.72  -0.542
H: 3.93 2.41 -0.09  0.252
H: 5.37 1.44 0.26  0.290
H: 3.85 1.08 1.09  0.311
H: 4.56 -1.05 0.16  0.386
H: 3.93 -1.42 -1.43  0.403
H: 2.38 -0.72 1.13  0.292
H: 2.29 -2.17 0.11  0.381
H: 1.35 0.61 -0.72  0.333
H: 1.20 -0.88 -1.67  0.288
H: -0.02 -0.48 1.06  0.338
H: -0.16 -1.93 0.03  0.550
H: -1.05 0.06 -1.67  0.526
H: -1.38 1.93 -0.37  0.395
H: -1.55 1.06 1.12  0.338
H: -3.61 0.96 -1.16  0.241
H: -5.30 0.86 0.50  0.312
H: -4.17 0.91 1.84  0.295

Results
orbital gap = 10.61 eV
energy above the lowest of the compared OMol25 structures with the same formula, charge and spin = 29.28 kJ/mol
total charge = 0
E_HOMO = -9.981 eV
LUMO = 0.6289 eV



# C9H17N2O2

A molecular structure, C9H17N2O2 (the ωB97M-V functional and the def2-TZVPD basis, OMol25).

Last column: Mulliken charge in e.
Element x y z (Å)
C: -0.56 1.13 0.65  -1.631
C: 0.95 0.86 0.16  1.529
C: -1.66 0.48 -0.16  1.429
C: -0.01 -1.52 0.03  1.388
C: 1.96 0.89 1.25  -2.007
C: 1.37 1.81 -0.96  -1.988
C: -2.20 1.38 -1.29  -1.683
C: -0.14 -1.75 1.51  -1.886
C: -0.01 -2.77 -0.81  -1.797
N: 0.90 -0.53 -0.45  0.441
N: -1.75 -0.91 -0.33  -0.626
O: 1.54 -0.72 -1.63  -0.938
O: -2.52 -0.19 0.69  -0.597
H: -0.45 0.77 1.65  0.637
H: -0.67 2.29 0.75  0.391
H: 2.65 0.06 1.12  0.338
H: 1.50 0.76 2.23  0.359
H: 2.52 1.80 1.27  0.523
H: 0.98 1.24 -1.80  0.455
H: 2.36 1.97 -1.03  0.550
H: 0.86 2.74 -0.95  0.369
H: -3.03 0.95 -1.91  0.396
H: -1.40 1.37 -1.89  0.445
H: -2.65 2.31 -0.92  0.302
H: -1.08 -1.84 1.81  0.476
H: 0.37 -0.99 2.11  0.269
H: 0.25 -2.66 1.72  0.565
H: -1.03 -2.90 -0.85  0.505
H: 0.50 -3.55 -0.32  0.328
H: 0.46 -2.47 -1.66  0.462

Results
orbital gap (spin up / spin down) = 5.20 / 5.20 eV
energy above the lowest of the compared OMol25 structures with the same formula, charge and spin = 363.13 kJ/mol
total charge = -1
E_HOMO (spin up / spin down) = -1.613 / -1.613 eV
LUMO (spin up / spin down) = 3.5837 / 3.5837 eV



# C9H17N2S2

A gas-phase ion, C9H17N2S2 (charge +1) (the ωB97M-V functional and the def2-TZVPD basis, OMol25).

Last column: Mulliken charge in e.
Element x y z (Å)
C: -0.28 0.76 -1.52  0.239
C: 1.05 0.81 -0.90  0.027
C: -0.33 -0.99 1.06  -0.338
C: -0.54 -1.37 -0.49  -1.065
C: 0.00 0.49 1.26  -0.710
C: -3.27 -0.88 -0.91  -1.018
C: 2.90 0.23 2.08  -0.990
C: -2.32 -0.60 -2.01  -0.374
C: 2.28 1.38 1.27  -0.665
N: -1.01 -0.41 -1.32  0.154
N: 1.13 0.87 0.50  0.361
S: -0.62 2.06 -2.47  -0.245
S: 2.41 1.16 -1.95  -0.088
H: -1.21 -1.17 1.73  0.360
H: 0.43 -1.72 1.40  0.328
H: 0.53 -1.56 -0.76  0.460
H: -1.05 -2.32 -0.52  0.431
H: -0.97 1.03 0.93  0.180
H: 0.26 0.71 2.36  0.433
H: -3.35 -0.01 -0.18  0.241
H: -4.31 -1.08 -0.95  0.427
H: -2.96 -1.72 -0.39  0.343
H: 3.38 -0.61 1.47  0.252
H: 3.61 0.64 2.74  0.454
H: 2.15 -0.19 2.77  0.301
H: -2.08 -1.46 -2.57  0.306
H: -2.41 0.31 -2.52  0.222
H: 2.99 2.04 0.70  0.424
H: 1.85 1.88 2.07  0.314
H: 1.73 1.71 -2.86  0.237

Results
orbital gap = 7.66 eV
energy above the lowest of the compared OMol25 structures with the same formula, charge and spin = 93.84 kJ/mol
total charge = +1
E_HOMO = -12.519 eV
LUMO = -4.8580 eV



# C9H17N3O3

C9H17N3O3 in the gas phase (the ωB97M-V functional and the def2-TZVPD basis, OMol25).

Last column: Mulliken charge in e.
Element x y z (Å)
C: -2.39 0.44 -0.91  -0.063
C: 0.17 -0.31 2.97  -0.620
C: 0.64 1.02 2.24  -0.877
C: 0.36 -1.45 1.97  -0.952
C: -0.23 1.27 0.96  -0.914
C: -0.38 -1.21 0.61  -0.967
C: 1.35 0.21 -0.70  -0.138
C: -1.24 0.42 -1.86  0.755
C: 0.02 0.11 0.06  0.476
N: 0.67 1.37 -2.66  -0.393
N: 1.70 -0.94 -1.42  -0.523
N: -1.16 -0.80 -2.58  -0.673
O: -2.70 1.40 -0.24  -0.547
O: 1.48 1.53 -1.44  -0.324
O: -0.66 1.56 -2.33  -0.296
H: -2.82 -0.65 -0.85  0.246
H: 0.71 -0.62 3.89  0.342
H: -0.90 -0.17 3.29  0.322
H: 0.48 1.80 2.92  0.469
H: 1.63 0.93 1.91  0.424
H: 1.40 -1.61 1.83  0.394
H: -0.08 -2.35 2.34  0.408
H: -1.30 1.09 1.32  0.340
H: -0.01 2.27 0.62  0.381
H: -0.22 -1.96 -0.31  0.274
H: -1.39 -1.17 0.81  0.397
H: 2.12 0.32 0.07  0.603
H: 0.85 2.09 -3.35  0.270
H: 2.48 -0.77 -2.03  0.292
H: 0.97 -1.39 -1.98  0.167
H: -1.30 -1.62 -2.09  0.339
H: -0.25 -0.81 -3.05  0.391

Results
orbital gap = 7.87 eV
energy above the lowest of the compared OMol25 structures with the same formula, charge and spin = 591.56 kJ/mol
total charge = 0
E_HOMO = -7.339 eV
LUMO = 0.5277 eV



# C9H17N5O

2 unconnected molecules or ions with the total composition C9H17N5O (the ωB97M-V functional and the def2-TZVPD basis, OMol25).

Last column: Mulliken charge in e.
Element x y z (Å)
C: 0.74 3.80 7.33  -0.445
C: 0.38 2.64 8.08  0.016
C: 2.10 4.18 7.51  0.036
C: 0.10 -0.57 -3.51  0.388
C: -1.24 -0.91 -2.99  -0.695
C: -2.38 -1.14 -3.96  -0.581
C: -2.38 -2.54 -4.48  -1.013
C: -1.24 -2.86 -5.38  -0.051
C: 2.57 2.34 8.77  0.000
N: 2.98 3.48 8.22  -0.405
N: 1.30 2.02 8.80  -0.082
N: 0.19 0.07 -4.60  -0.409
N: 1.22 -1.10 -3.00  -0.327
N: -0.10 -2.57 -5.00  -0.019
O: 0.91 -2.86 -5.87  -0.407
H: 0.10 4.26 6.60  0.395
H: -0.71 2.23 8.09  0.343
H: 2.33 5.17 7.15  0.395
H: -1.15 -1.78 -2.40  0.510
H: -1.47 -0.12 -2.30  0.357
H: -3.25 -1.03 -3.40  0.348
H: -2.42 -0.44 -4.89  0.313
H: -2.15 -3.17 -3.66  0.343
H: -3.28 -2.79 -4.93  0.420
H: -1.46 -3.32 -6.35  0.400
H: 3.21 1.66 9.32  0.369
H: 1.03 1.08 9.36  0.377
H: -0.69 0.22 -5.13  0.254
H: 0.96 -0.09 -5.31  0.347
H: 1.14 -1.48 -2.08  0.220
H: 2.08 -0.81 -3.48  0.252
H: 0.60 -3.56 -6.50  0.351

Results
orbital gap = 8.48 eV
energy above the lowest of the compared OMol25 structures with the same formula, charge and spin = 0.00 kJ/mol
total charge = +2
E_HOMO = -14.733 eV
LUMO = -6.2497 eV